[1]
Formula: C34H50BrN7S2Sb2Ti
Source: the OMol25 dataset
Level of theory: wB97M-V/def2-TZVPD

Geometry as XYZ:
```
97
Properties=species:S:1:pos:R:3
Ti 0.890 -1.855 2.034
C 3.358 -0.973 -1.475
Sb 3.206 -2.668 -2.759
C 1.086 -3.113 -2.584
C 3.243 -1.141 -4.511
C 2.405 -1.747 -5.537
C 2.886 -2.921 -6.207
C 2.040 -3.705 -7.051
C 0.712 -3.300 -7.241
C 0.302 -2.055 -6.687
C 1.061 -1.308 -5.792
C 0.654 0.014 -5.299
Sb -0.145 0.240 -3.257
C -2.143 0.411 -4.175
C 0.470 2.341 -2.720
H 4.348 -0.579 -1.433
H 3.073 -1.303 -0.432
H 2.602 -0.207 -1.792
H 0.538 -2.458 -3.296
H 0.711 -2.863 -1.584
H 0.840 -4.153 -2.841
H 4.341 -1.142 -4.755
H 2.957 -0.095 -4.125
H 3.843 -3.255 -6.054
H 2.426 -4.623 -7.522
H 0.035 -3.881 -7.888
H -0.574 -1.627 -7.027
H -0.250 0.441 -5.758
H 1.444 0.758 -5.430
H -2.468 -0.523 -4.642
H -2.166 1.132 -4.970
H -2.768 0.749 -3.334
H -0.452 2.865 -2.371
H 0.760 2.803 -3.661
H 1.192 2.272 -1.860
N -1.321 7.123 2.406
C -0.986 3.798 3.186
C -2.249 3.688 3.873
C -3.549 3.678 3.069
N -3.976 2.342 2.589
C -3.382 4.587 1.892
C -2.109 4.330 0.997
N -2.383 3.301 0.015
C -0.869 3.925 1.756
H -2.213 7.578 2.377
H -1.437 6.655 3.320
H -0.665 7.918 2.573
H -0.055 3.788 3.763
H -2.296 4.341 4.756
H -2.226 2.635 4.341
H -4.342 4.138 3.690
H -4.917 2.366 2.184
H -4.046 1.714 3.343
H -3.245 5.680 2.158
H -4.243 4.478 1.263
H -1.864 5.255 0.505
H -2.724 3.630 -0.867
H -2.820 2.439 0.355
H 0.023 4.561 1.436
H -0.414 2.957 1.347
S 2.247 -3.076 0.864
C -1.017 -5.528 0.541
C -1.809 -4.245 0.501
C -3.114 -4.152 0.044
C -3.728 -2.910 0.060
N -3.165 -1.787 0.494
C -1.923 -1.987 0.912
S -1.078 -0.542 1.376
N -1.205 -3.079 0.916
H 0.085 -5.296 0.589
H -1.264 -6.141 -0.362
H -1.310 -6.127 1.436
H -3.619 -5.007 -0.312
H -4.739 -2.822 -0.254
N 1.795 -0.300 2.438
C 2.517 0.762 2.186
C 3.872 0.747 1.760
C 4.692 1.868 1.748
C 4.130 3.095 2.031
C 2.781 3.190 2.359
C 1.983 2.062 2.479
H 4.225 -0.235 1.494
H 5.811 1.764 1.570
H 4.729 4.024 2.113
H 2.305 4.169 2.420
H 0.983 2.174 2.742
Br -2.355 -5.267 5.183
C -0.777 -4.205 4.984
C 0.380 -4.483 5.775
C 1.584 -3.758 5.682
C 1.545 -2.710 4.790
N 0.469 -2.471 4.048
C -0.692 -3.192 4.070
H 0.250 -5.153 6.647
H 2.451 -4.013 6.276
H 2.389 -2.024 4.594
H -1.580 -2.788 3.515
```

Summary:
<S²> = 2.02
multiplicity = 3
net charge = -2
HOMO-LUMO gap (alpha / beta) = 3.4253 / 5.0640 eV

[2]
Formula: C34H50Cl2N3OP3V
Source: the OMol25 dataset
Level of theory: wB97M-V/def2-TZVPD

Geometry as XYZ:
```
94
Properties=species:S:1:pos:R:3
P -1.056 -5.251 0.201
C -2.723 -5.168 -0.256
C -3.061 -6.270 -1.075
H -2.238 -6.819 -1.533
C -4.397 -6.604 -1.197
H -4.651 -7.478 -1.795
C -5.371 -5.824 -0.552
H -6.416 -6.110 -0.646
C -5.035 -4.693 0.204
H -5.813 -4.090 0.674
C -3.699 -4.335 0.352
H -3.376 -3.442 0.891
C 0.137 -5.504 -1.051
C -0.015 -5.105 -2.394
H -0.927 -4.611 -2.695
C 1.025 -5.293 -3.286
H 0.940 -4.966 -4.327
C 2.205 -5.922 -2.852
H 3.002 -6.144 -3.572
C 2.362 -6.342 -1.527
H 3.255 -6.882 -1.191
C 1.352 -6.081 -0.612
H 1.459 -6.326 0.447
C -0.581 -5.418 1.882
C -0.791 -6.774 2.226
H -1.267 -7.411 1.488
C -0.364 -7.251 3.450
H -0.500 -8.307 3.678
C 0.230 -6.364 4.358
H 0.567 -6.750 5.321
C 0.379 -5.007 4.051
H 0.803 -4.329 4.792
C -0.006 -4.519 2.808
H 0.134 -3.469 2.569
V -0.244 -0.283 0.048
C 1.903 -0.256 -0.058
C 2.690 -1.319 -0.312
H 2.255 0.790 0.091
C 2.016 -2.716 -0.269
O 2.591 -3.441 0.877
H 2.444 -4.434 0.801
C 0.606 -2.359 -0.189
H 2.189 -3.323 -1.174
C -0.401 -1.944 0.553
Cl -0.196 2.006 -0.089
Cl -2.674 -0.462 -0.150
P -0.492 -0.397 -2.351
C -1.465 0.993 -2.995
H -0.940 1.926 -2.769
H -2.447 1.016 -2.511
H -1.574 0.847 -4.078
C 1.058 -0.304 -3.272
H 1.615 -1.239 -3.139
H 1.648 0.533 -2.883
H 0.816 -0.141 -4.329
C -1.338 -1.857 -3.033
H -2.023 -2.305 -2.307
H -0.584 -2.589 -3.325
H -1.907 -1.547 -3.916
P 4.513 -1.171 -0.611
C 4.881 0.484 -1.142
C 4.701 -2.360 -1.929
H 4.432 1.202 -0.438
H 4.481 0.655 -2.158
H 5.979 0.597 -1.147
H 4.221 -3.311 -1.682
H 5.765 -2.537 -2.105
H 4.255 -1.981 -2.851
C 5.409 -1.732 0.836
H 5.637 -0.862 1.468
H 6.344 -2.214 0.502
H 4.757 -2.429 1.383
H -1.049 -2.543 1.149
C 2.261 -0.226 3.670
N 1.200 0.775 3.774
C 1.170 1.522 5.010
C 0.087 0.726 2.992
N -0.039 -0.289 2.150
N -0.856 1.694 3.155
C -0.443 3.089 3.114
C -2.191 1.414 2.626
H 3.064 0.102 4.345
H 2.664 -0.300 2.646
H 1.931 -1.229 4.003
H 1.552 2.536 4.846
H 0.153 1.575 5.429
H 1.832 1.009 5.720
H 0.557 -1.042 2.524
H -0.665 3.521 2.126
H -0.989 3.648 3.883
H 0.631 3.194 3.300
H -2.221 1.463 1.524
H -2.452 0.394 2.929
H -2.894 2.130 3.070
```

Summary:
<S²> = 0.77
multiplicity = 2
net charge = +2
HOMO-LUMO gap (alpha / beta) = 7.3057 / 5.5819 eV

Copy entry 2 word for word.
Formula: C34H50Cl2N3OP3V
Source: the OMol25 dataset
Level of theory: wB97M-V/def2-TZVPD

Geometry as XYZ:
```
94
Properties=species:S:1:pos:R:3
P -1.056 -5.251 0.201
C -2.723 -5.168 -0.256
C -3.061 -6.270 -1.075
H -2.238 -6.819 -1.533
C -4.397 -6.604 -1.197
H -4.651 -7.478 -1.795
C -5.371 -5.824 -0.552
H -6.416 -6.110 -0.646
C -5.035 -4.693 0.204
H -5.813 -4.090 0.674
C -3.699 -4.335 0.352
H -3.376 -3.442 0.891
C 0.137 -5.504 -1.051
C -0.015 -5.105 -2.394
H -0.927 -4.611 -2.695
C 1.025 -5.293 -3.286
H 0.940 -4.966 -4.327
C 2.205 -5.922 -2.852
H 3.002 -6.144 -3.572
C 2.362 -6.342 -1.527
H 3.255 -6.882 -1.191
C 1.352 -6.081 -0.612
H 1.459 -6.326 0.447
C -0.581 -5.418 1.882
C -0.791 -6.774 2.226
H -1.267 -7.411 1.488
C -0.364 -7.251 3.450
H -0.500 -8.307 3.678
C 0.230 -6.364 4.358
H 0.567 -6.750 5.321
C 0.379 -5.007 4.051
H 0.803 -4.329 4.792
C -0.006 -4.519 2.808
H 0.134 -3.469 2.569
V -0.244 -0.283 0.048
C 1.903 -0.256 -0.058
C 2.690 -1.319 -0.312
H 2.255 0.790 0.091
C 2.016 -2.716 -0.269
O 2.591 -3.441 0.877
H 2.444 -4.434 0.801
C 0.606 -2.359 -0.189
H 2.189 -3.323 -1.174
C -0.401 -1.944 0.553
Cl -0.196 2.006 -0.089
Cl -2.674 -0.462 -0.150
P -0.492 -0.397 -2.351
C -1.465 0.993 -2.995
H -0.940 1.926 -2.769
H -2.447 1.016 -2.511
H -1.574 0.847 -4.078
C 1.058 -0.304 -3.272
H 1.615 -1.239 -3.139
H 1.648 0.533 -2.883
H 0.816 -0.141 -4.329
C -1.338 -1.857 -3.033
H -2.023 -2.305 -2.307
H -0.584 -2.589 -3.325
H -1.907 -1.547 -3.916
P 4.513 -1.171 -0.611
C 4.881 0.484 -1.142
C 4.701 -2.360 -1.929
H 4.432 1.202 -0.438
H 4.481 0.655 -2.158
H 5.979 0.597 -1.147
H 4.221 -3.311 -1.682
H 5.765 -2.537 -2.105
H 4.255 -1.981 -2.851
C 5.409 -1.732 0.836
H 5.637 -0.862 1.468
H 6.344 -2.214 0.502
H 4.757 -2.429 1.383
H -1.049 -2.543 1.149
C 2.261 -0.226 3.670
N 1.200 0.775 3.774
C 1.170 1.522 5.010
C 0.087 0.726 2.992
N -0.039 -0.289 2.150
N -0.856 1.694 3.155
C -0.443 3.089 3.114
C -2.191 1.414 2.626
H 3.064 0.102 4.345
H 2.664 -0.300 2.646
H 1.931 -1.229 4.003
H 1.552 2.536 4.846
H 0.153 1.575 5.429
H 1.832 1.009 5.720
H 0.557 -1.042 2.524
H -0.665 3.521 2.126
H -0.989 3.648 3.883
H 0.631 3.194 3.300
H -2.221 1.463 1.524
H -2.452 0.394 2.929
H -2.894 2.130 3.070
```

Summary:
<S²> = 0.77
multiplicity = 2
net charge = +2
HOMO-LUMO gap (alpha / beta) = 7.3057 / 5.5819 eV

Q: Which formula does entry 1 have?
A: C34H50BrN7S2Sb2Ti